Entry 1:
C21H11F5N4PtSSe2 as an isolated structure, computed with ωB97M-V/def2-TZVPD.

The calculation puts the frontier orbital gap (spin up / spin down) at 7.45 / 5.63 eV. Its expectation value of S² is 6.0507. For the molar mass, the calculation gives 799.4 g/mol. The maximum force is 0.603 eV Å⁻¹.

ORCA input file:
```
! RIJCOSX wB97M-V def2-TZVPD def2/J DEFGRID3
* xyz 2 5
Pt -1.2733 -0.0586 0.2116
C 1.6031 1.5295 0.0351
C 1.5252 0.7180 1.2815
C 2.6485 0.5674 2.1171
C 2.5601 -0.1838 3.2528
C 1.3264 -0.7769 3.5972
C 1.1543 -1.5301 4.7888
C -0.0751 -2.0425 5.1384
C -1.1735 -1.8147 4.3177
C -1.0494 -1.1056 3.1101
S -2.4274 -0.8466 2.1655
C 0.2373 -0.5767 2.7391
N 0.3644 0.1469 1.5896
H 2.6222 1.8540 -0.1560
H 0.9716 2.4118 0.1474
H 1.2467 0.9551 -0.8231
H 3.5724 1.0528 1.8400
H 3.4194 -0.3198 3.8963
H 2.0113 -1.6817 5.4321
H -0.1933 -2.6036 6.0534
H -2.1500 -2.1839 4.6003
F 0.5722 5.1269 -4.3937
C -0.1046 4.3797 -3.5555
C -0.8848 3.3312 -4.0411
F -0.9310 3.0883 -5.3389
C -1.5955 2.5501 -3.1497
F -2.3382 1.5519 -3.6168
C -1.5264 2.7795 -1.7720
Se -2.5715 1.7610 -0.6034
C -0.7434 3.8403 -1.3117
F -0.6794 4.1022 -0.0099
C -0.0343 4.6393 -2.1871
F 0.7068 5.6359 -1.7436
Se 0.7007 -0.7674 -3.9205
N 0.5011 -2.5144 -3.9756
C -0.1073 -2.8780 -2.8584
C -0.4521 -4.2111 -2.4830
C -1.0660 -4.3868 -1.2838
C -1.3569 -3.2683 -0.4522
N -1.0662 -2.0314 -0.7607
C -0.4253 -1.8141 -1.9632
N -0.0778 -0.5960 -2.3248
H -0.2206 -5.0371 -3.1416
H -1.3532 -5.3685 -0.9388
H -1.8676 -3.4245 0.4912
*
```

***

Entry 2:
An isolated ion of composition C23H28BF4INO6 and charge +1, computed with ωB97M-V/def2-TZVPD.

The calculation puts the frontier orbital gap at 6.11 eV. As for the SMILES: CCCOc1c(CC(=O)F)cc(CC=O)c2cc([C@H](I)CC)[n+](B(O)OC)c(C[C@@H](O)C(F)(F)F)c12. For the molar mass, the calculation gives 628.2 g/mol. The maximum force is 9.864 eV Å⁻¹.

ORCA input file:
```
! RIJCOSX wB97M-V def2-TZVPD def2/J DEFGRID3
* xyz 1 1
C -2.7722 0.1432 2.7979
C -3.8847 0.7214 1.6920
C -4.1471 -0.2655 0.4274
O -3.0902 -0.3939 -0.5641
C -2.0430 0.6104 -0.4827
C -2.4585 2.1272 -1.0571
C -3.9753 2.4626 -1.6603
C -4.0602 2.0867 -3.2682
O -5.0449 2.6581 -3.9754
F -3.0571 1.1984 -3.9028
C -1.4023 3.4093 -1.0755
C 0.1113 3.0936 -0.5318
C 1.2061 4.3422 -0.5880
C 0.4911 5.8216 -0.5900
O 0.6025 6.5469 0.5559
C 0.5016 1.6001 0.0011
C 2.0376 1.3225 0.4850
C 2.4946 -0.2047 1.0065
C 4.0631 -0.2372 1.4502
I 4.6459 1.5003 2.7327
C 4.9483 -0.2107 0.0321
C 5.6697 1.2326 -0.2584
N 1.4872 -1.3329 1.0123
B 2.0474 -2.7085 1.4590
O 1.4790 -3.4380 2.6475
O 3.1786 -3.3905 0.7797
C 3.0219 -3.3882 -0.6832
C -0.0010 -1.2077 0.6085
C -1.0654 -2.4500 0.6773
C -1.3808 -3.1079 -0.8281
O -0.4765 -2.6149 -1.8780
C -1.3582 -4.7629 -0.6480
F -1.9223 -5.3489 -1.9199
F -2.3472 -5.1571 0.4224
F 0.0155 -5.2785 -0.3438
C -0.5210 0.2873 0.0625
H -2.8648 -1.0145 2.9377
H -3.1020 0.6397 3.8319
H -1.6892 0.5345 2.5890
H -3.6410 1.8375 1.4415
H -4.9070 0.7540 2.3098
H -5.1800 0.0527 -0.0772
H -4.3541 -1.3558 0.8675
H -4.8428 2.0175 -1.0142
H -4.1088 3.6478 -1.6085
H -1.7754 4.4593 -1.4759
H 1.8948 4.2830 0.3563
H 1.7962 4.2503 -1.6095
H -0.0529 6.2910 -1.5155
H 2.7874 2.2331 0.4191
H 4.4464 -1.1500 2.0499
H 4.3163 -0.6134 -0.8933
H 5.8305 -1.0018 0.1633
H 4.9291 2.1591 -0.2514
H 6.6428 1.4261 0.4037
H 6.0801 1.1805 -1.3779
H 1.6008 -4.4371 2.4692
H 1.9471 -3.0883 -1.0350
H 3.8376 -2.7421 -1.2429
H 3.2023 -4.5095 -1.0516
H -2.0575 -2.0015 1.1708
H -0.7930 -3.3520 1.3580
H -2.4861 -2.8562 -1.1916
H -0.4502 -3.3104 -2.6180
*
```

***

Entry 3:
C2H6Cl6F18MnNP3 as an isolated structure, computed with ωB97M-V/def2-TZVPD.

The calculation puts the frontier orbital gap (spin up / spin down) at 10.35 / 10.26 eV. Its expectation value of S² is 8.7517. For the molar mass, the calculation gives 746.6 g/mol. The maximum force is 3.216 eV Å⁻¹.

ORCA input file:
```
! RIJCOSX wB97M-V def2-TZVPD def2/J DEFGRID3
* xyz 0 6
N 2.6334 -2.6716 0.6330
H 1.8370 -2.8859 1.2645
H 2.5929 -1.6937 0.2722
H 2.4335 -3.2515 -0.1696
H 3.5302 -2.9418 0.9364
Mn -0.7636 -0.6510 -0.4206
P -0.7460 -3.5393 0.4259
F -1.2711 -2.0457 1.0265
F 0.3622 -3.6289 1.6105
F -1.8369 -4.2226 1.3693
F -0.0649 -4.8963 -0.1632
F -1.6876 -3.4263 -0.7774
F 0.3791 -2.6303 -0.4304
P 1.6247 0.9813 0.9096
F 2.9211 0.3967 1.6393
F 2.4539 1.9404 -0.0763
F 1.7052 -0.2294 -0.2441
F 0.1214 1.4086 0.1054
F 0.7193 -0.0589 1.6826
F 1.4697 2.1135 1.9760
P -1.4007 -0.7373 -3.4270
F -2.8750 -0.9145 -4.0366
F -1.3775 -2.2287 -2.9065
F -0.4624 -1.0238 -4.5940
F -0.0534 -0.4984 -2.3740
F -1.4756 0.8358 -3.7385
F -2.2128 -0.3836 -1.9031
C -0.3635 4.3903 -0.9244
Cl -2.0816 4.3620 -1.4734
Cl -0.1918 5.1669 0.7015
Cl 0.6856 5.0752 -2.1261
H -0.1247 3.3220 -0.9439
C -1.1831 2.9575 3.2056
Cl -2.3097 2.3976 1.8310
Cl -0.6530 1.6739 4.2465
Cl -2.0439 4.1445 4.0963
H -0.2903 3.3933 2.7970
*
```

***

Entry 4:
C26H32N6O8OsP2S2 as an isolated structure, computed with ωB97M-V/def2-TZVPD.

The calculation puts the frontier orbital gap (spin up / spin down) at 5.36 / 3.80 eV. Its expectation value of S² is 6.0501. For the molar mass, the calculation gives 872.9 g/mol. The maximum force is 2.807 eV Å⁻¹.

ORCA input file:
```
! RIJCOSX wB97M-V def2-TZVPD def2/J DEFGRID3
* xyz 2 5
Os -2.2920 0.7315 0.5938
N -6.6397 0.9117 1.1167
C -5.3220 0.7921 1.1621
S -4.3729 1.3046 -0.2394
N -4.7152 0.3000 2.2090
N -3.3890 0.2059 2.1597
C -2.7745 -0.3734 3.1945
C -3.4651 -0.8242 4.3900
C -4.4265 -0.0176 5.0142
C -5.0370 -0.4389 6.1776
C -4.7186 -1.6747 6.7287
C -3.7946 -2.5000 6.0973
C -3.1675 -2.0804 4.9429
C -1.3448 -0.5404 3.0131
C -0.4534 -0.9791 3.9968
C 0.8811 -1.1418 3.6703
C 1.3124 -0.8130 2.3905
C 0.3891 -0.3272 1.4794
N -0.9006 -0.2138 1.7746
H -7.0946 1.2592 0.2870
H -7.2052 0.5803 1.8838
H -4.6373 0.9586 4.6094
H -5.7619 0.1976 6.6626
H -5.1893 -1.9940 7.6461
H -3.5697 -3.4750 6.5048
H -2.4845 -2.7371 4.4267
H -0.8075 -1.1819 4.9945
H 1.5753 -1.5076 4.4104
H 2.3490 -0.9158 2.1137
H 0.6842 -0.0308 0.4817
C -2.3716 4.3097 -1.4428
C -0.9813 3.7024 -1.4689
O -0.0763 4.5354 -2.1326
P -0.3354 3.4533 0.2460
O 0.1994 4.8283 0.7871
O 0.9637 2.5722 0.1282
O -1.2967 2.8146 1.1985
P -0.9476 1.9969 -2.2035
O -2.2123 1.9065 -3.1654
O 0.3487 1.7594 -2.8783
O -1.2401 1.0132 -1.0715
H -2.3449 5.2843 -0.9588
H -3.0541 3.6558 -0.9037
H -2.7395 4.4538 -2.4572
H 0.4423 4.0438 -2.7868
H -0.4369 5.4319 1.1707
H 1.7554 2.9819 -0.2389
H -2.0329 2.0275 -4.0991
C 3.4044 -0.9035 -6.4590
C 2.4772 -0.9557 -5.2537
C 3.0675 -1.8580 -4.1585
N 2.0362 -2.2528 -3.2127
C 1.4284 -1.4441 -2.3624
S -0.0636 -1.8499 -1.6910
N 1.9708 -0.2449 -1.9875
C 3.2317 0.0446 -1.4958
O 3.5151 1.1965 -1.2722
C 4.1281 -1.1069 -1.2078
C 5.4785 -1.0087 -1.5448
C 6.3485 -2.0414 -1.2395
C 5.8876 -3.1673 -0.5755
C 4.5479 -3.2672 -0.2343
C 3.6671 -2.2467 -0.5524
H 2.9911 -0.2459 -7.2175
H 3.5248 -1.8920 -6.8953
H 4.3819 -0.5273 -6.1716
H 1.5050 -1.3532 -5.5558
H 2.3223 0.0487 -4.8526
H 3.8773 -1.3427 -3.6425
H 3.4692 -2.7709 -4.5973
H 1.5533 -3.1195 -3.4214
H 1.3670 0.5840 -2.1585
H 5.8378 -0.1296 -2.0570
H 7.3899 -1.9568 -1.5074
H 6.5723 -3.9611 -0.3146
H 4.1866 -4.1408 0.2875
H 2.6287 -2.3329 -0.2643
*
```

***

Entry 5:
C3H4LiO3Tm as an isolated structure, computed with ωB97M-V/def2-TZVPD.

The calculation puts the frontier orbital gap (spin up / spin down) at 7.39 / 6.06 eV. The energy above the lowest of the compared OMol25 structures with the same formula, charge and spin comes out at 0.0 kcal/mol. Its expectation value of S² is 3.7559. For the molar mass, the calculation gives 263.9 g/mol. The maximum force is 5.799 eV Å⁻¹.

ORCA input file:
```
! RIJCOSX wB97M-V def2-TZVPD def2/J DEFGRID3
* xyz 3 4
O -1.2388 1.7305 -0.7723
C -2.1295 1.0576 -0.1918
C -2.3615 -0.2744 -0.6277
H 1.5049 -0.1685 1.6345
H -2.9042 1.5790 0.3901
H -1.5623 -0.7867 -1.1658
H -3.2570 -0.7976 -0.2958
Tm 0.9504 1.7671 -1.3296
O 2.3443 0.4503 -0.1200
C 2.3845 -0.2765 0.9142
O 3.1183 -1.2612 1.0359
Li 3.1508 -3.0196 0.5282
*
```

***

Entry 6:
C5H12N4 in the gas phase, computed with ωB97M-V/def2-TZVPD.

The calculation puts the frontier orbital gap at 9.48 eV. The energy above the lowest of the compared OMol25 structures with the same formula, charge and spin comes out at 150.9 kcal/mol. As for the SMILES: [H]/N=C/NNC[C@@]1(C)CN1. For the molar mass, the calculation gives 128.2 g/mol. The maximum force is 15.817 eV Å⁻¹.

ORCA input file:
```
! RIJCOSX wB97M-V def2-TZVPD def2/J DEFGRID3
* xyz 0 1
H 1.5048 -3.6412 0.2919
N 1.0242 -2.7945 0.3222
C -0.2372 -3.0317 0.6769
N -1.0873 -2.0037 0.8937
N -0.8053 -0.7334 0.2044
C -0.1801 0.2012 0.6916
C -0.0279 1.3476 -0.3107
C -1.0518 2.3363 -0.7169
C 1.3401 1.9310 -0.4090
N 0.8704 0.8621 -1.3425
H -0.7769 -4.0776 0.7423
H -2.0268 -2.1216 0.9996
H -0.4159 -0.8983 -0.7849
H -0.6765 0.4765 1.7191
H 0.8463 -0.2004 0.7802
H -0.6010 2.7119 -1.5591
H -1.8062 1.6121 -0.9435
H -0.9934 3.4150 -0.0591
H 2.1741 1.5448 0.3677
H 1.6122 2.9186 -0.7995
H 1.3140 0.1455 -0.7645
*
```

***

Entry 7:
A 2-piece molecular cluster, C4H11NO2 overall, computed with ωB97M-V/def2-TZVPD.

The calculation puts the frontier orbital gap at 10.41 eV. The energy above the lowest of the compared OMol25 structures with the same formula, charge and spin comes out at 59.4 kcal/mol. As for the SMILES: C[C@H](N)CC=O.O. For the molar mass, the calculation gives 105.1 g/mol. The maximum force is 4.182 eV Å⁻¹.

ORCA input file:
```
! RIJCOSX wB97M-V def2-TZVPD def2/J DEFGRID3
* xyz 0 1
C -0.8795 -1.4132 2.0796
C 0.0912 -0.2134 1.7173
N 0.5670 0.4260 2.9266
C -0.6687 0.7948 0.9216
C 0.0631 1.9143 0.1261
O 0.1581 2.1248 -1.0777
H -1.7772 -1.0394 2.5762
H -1.0529 -1.9402 1.1383
H -0.3442 -1.9709 2.8294
H 0.9970 -0.5038 1.0704
H 0.9569 1.3441 2.9486
H 1.3938 -0.1254 3.2646
H -1.4470 0.4800 0.1742
H -1.1291 1.1809 1.7606
H 0.7734 2.4392 0.9312
O 0.4448 -2.5628 -5.6662
H 1.1516 -2.4989 -6.3618
H 0.0489 -3.3371 -5.9334
*
```

***

Entry 8:
C24H40KN6O2S2 as an isolated structure, computed with ωB97M-V/def2-TZVPD.

The calculation puts the frontier orbital gap at 9.03 eV. The energy above the lowest of the compared OMol25 structures with the same formula, charge and spin comes out at 0.0 kcal/mol. For the molar mass, the calculation gives 547.9 g/mol. The maximum force is 0.797 eV Å⁻¹.

ORCA input file:
```
! RIJCOSX wB97M-V def2-TZVPD def2/J DEFGRID3
* xyz 1 1
K -0.1650 -0.7833 0.4786
C -3.1103 -0.9835 2.7245
C -3.2630 0.0601 1.6187
N -2.0210 0.7898 1.3689
C -1.6743 1.8430 2.3145
C -0.9845 1.3706 3.6074
S 0.2557 0.0372 3.4328
C -0.4716 -1.2836 4.4466
C -1.3102 -2.3485 3.6974
N -1.9396 -1.8332 2.4931
H -4.0378 -1.5589 2.8061
H -2.9842 -0.4852 3.6870
H -4.0961 0.7282 1.8724
H -3.5329 -0.4538 0.6906
H -2.0514 1.1884 0.4377
H -2.5481 2.4385 2.6134
H -0.9975 2.5234 1.7927
H -1.7101 1.0280 4.3432
H -0.4801 2.2256 4.0554
H -1.0496 -0.8033 5.2351
H 0.3647 -1.7704 4.9466
H -2.0335 -2.7641 4.4089
H -0.6619 -3.1782 3.4091
H -2.1715 -2.5894 1.8616
C 2.0859 -3.7470 0.2699
C 2.7700 -2.4403 -0.1323
N 1.8888 -1.5677 -0.9078
C 1.7030 -1.8998 -2.3148
C 0.6730 -3.0069 -2.6033
S -0.8673 -2.9681 -1.6173
C -0.7960 -4.5637 -0.7513
C -0.2058 -4.5460 0.6798
N 0.7772 -3.4940 0.8763
H 2.7526 -4.3123 0.9289
H 1.9378 -4.3738 -0.6106
H 3.7008 -2.6740 -0.6649
H 3.0464 -1.8988 0.7779
H 2.2230 -0.6134 -0.8403
H 2.6426 -2.1989 -2.7998
H 1.3714 -0.9852 -2.8122
H 1.1057 -3.9968 -2.4697
H 0.3881 -2.9403 -3.6522
H -0.2575 -5.2566 -1.3964
H -1.8212 -4.9294 -0.7135
H 0.1937 -5.5457 0.8882
H -1.0129 -4.3894 1.3980
H 0.8792 -3.2827 1.8608
O 0.8621 6.5088 -0.4323
C 1.4889 5.8792 0.6678
C 1.4117 4.3893 0.4832
C 1.9549 3.5341 1.4338
C 1.8615 2.1696 1.2363
N 1.2636 1.6122 0.1745
C 0.7568 2.4423 -0.7451
C 0.8079 3.8251 -0.6289
C 0.1174 1.8215 -1.9503
C 0.4170 2.3030 -3.2168
C -0.1894 1.7300 -4.3250
C 0.0883 2.2548 -5.7142
O 1.3527 2.8772 -5.8312
C -1.0831 0.6904 -4.1103
C -1.3321 0.2775 -2.8117
N -0.7436 0.8168 -1.7380
H 0.9585 7.4625 -0.3500
H 1.0014 6.1404 1.6110
H 2.5409 6.1663 0.7511
H 2.4494 3.9204 2.3186
H 2.2833 1.4860 1.9654
H 0.3734 4.4597 -1.3879
H 1.1279 3.1083 -3.3455
H -0.6467 3.0256 -5.9469
H -0.0467 1.4544 -6.4450
H 2.0385 2.2013 -5.8363
H -1.5853 0.2048 -4.9397
H -2.0338 -0.5278 -2.6223
*
```

***

Entry 9:
C18H17Cl2N3V as an isolated structure, computed with ωB97M-V/def2-TZVPD.

The calculation puts the frontier orbital gap (spin up / spin down) at 8.21 / 8.18 eV. Its expectation value of S² is 3.7580. For the molar mass, the calculation gives 397.2 g/mol. The maximum force is 0.401 eV Å⁻¹.

ORCA input file:
```
! RIJCOSX wB97M-V def2-TZVPD def2/J DEFGRID3
* xyz 2 4
V 0.0087 -0.2012 -0.0866
C -2.9409 -2.0200 -0.7725
C -3.1898 -0.5678 -0.5029
C -4.4992 -0.0937 -0.4299
C -4.7309 1.2415 -0.1991
C -3.6431 2.1027 -0.0852
C -2.3726 1.5835 -0.1779
N -2.1406 0.2507 -0.3416
C -1.1713 2.4683 -0.1460
C -1.2047 3.8536 -0.1484
C -0.0014 4.5415 -0.1480
C 1.2049 3.8591 -0.1463
C 1.1780 2.4737 -0.1439
N 0.0048 1.8296 -0.1563
C 2.3831 1.5942 -0.1743
C 3.6511 2.1189 -0.0785
C 4.7425 1.2621 -0.1913
C 4.5169 -0.0736 -0.4244
C 3.2097 -0.5533 -0.5006
C 2.9668 -2.0060 -0.7729
N 2.1569 0.2609 -0.3400
H -3.7321 -2.4198 -1.4040
H -2.9334 -2.5986 0.1526
H -1.9951 -2.1811 -1.2890
H -5.3173 -0.7877 -0.5636
H -5.7410 1.6218 -0.1290
H -3.8022 3.1594 0.0650
H -2.1384 4.3941 -0.1633
H -0.0041 5.6233 -0.1588
H 2.1362 4.4039 -0.1599
H 3.8055 3.1760 0.0734
H 5.7509 1.6468 -0.1186
H 5.3380 -0.7642 -0.5574
H 3.7594 -2.4012 -1.4055
H 2.0216 -2.1693 -1.2900
H 2.9616 -2.5865 0.1509
Cl 0.0010 -0.1814 2.3955
C 0.0015 -1.9715 2.5056
Cl 0.0182 -2.6557 0.8464
H -0.9120 -2.2825 2.9960
H 0.9063 -2.2808 3.0130
*
```

***

Entry 10:
CHN4P3S in the gas phase, computed with ωB97M-V/def2-TZVPD.

The calculation puts the frontier orbital gap at 7.27 eV. The energy above the lowest of the compared OMol25 structures with the same formula, charge and spin comes out at 41.8 kcal/mol. As for the SMILES: [H]/N=P/N=P\N=P/N=C=S. For the molar mass, the calculation gives 194.0 g/mol. The maximum force is 2.870 eV Å⁻¹.

ORCA input file:
```
! RIJCOSX wB97M-V def2-TZVPD def2/J DEFGRID3
* xyz 0 1
H 1.2687 -0.0320 -0.0068
N 0.6228 -0.5725 -0.6458
P -0.5409 -1.0296 0.3426
N -1.3963 -1.9617 -0.6689
P -2.8172 -2.6043 -0.9506
N -3.8029 -1.7662 0.1144
P -3.5451 -0.6825 1.2017
N -3.1784 0.6721 0.2261
C -3.4230 1.7974 -0.1426
S -3.6219 3.2676 -0.6779
*
```

***

Entry 11:
An isolated ion of composition C5H14N3P2 and charge +1, computed with ωB97M-V/def2-TZVPD.

The calculation puts the frontier orbital gap at 8.51 eV. The energy above the lowest of the compared OMol25 structures with the same formula, charge and spin comes out at 52.5 kcal/mol. As for the SMILES: C#[N+]P(C)(C)=NP(C)(C)=N. For the molar mass, the calculation gives 178.1 g/mol. The maximum force is 5.436 eV Å⁻¹.

ORCA input file:
```
! RIJCOSX wB97M-V def2-TZVPD def2/J DEFGRID3
* xyz 1 1
C 1.0979 -2.3671 0.9160
N 1.7910 -1.6167 0.2975
P 1.5051 0.1295 -0.1596
C 2.6253 0.6611 -1.3741
C 2.0098 0.8028 1.4737
N 0.0317 0.3756 -0.6587
P -1.4180 -0.2305 -0.0713
C -2.4918 -0.2444 -1.5688
C -2.2824 1.0087 0.8847
N -1.1688 -1.6106 0.7317
H 0.7882 -3.1974 1.4330
H 2.3411 0.2073 -2.4072
H 2.5605 1.7992 -1.5637
H 3.5984 0.4187 -1.1377
H 1.2643 0.8277 2.1889
H 2.9740 0.5269 1.7868
H 2.0905 1.8133 1.2536
H -1.8240 -0.3578 -2.3475
H -3.2066 -1.1117 -1.5463
H -3.1545 0.5654 -1.4919
H -2.0968 1.9320 0.2997
H -3.2863 0.6595 0.7600
H -2.0984 1.3811 1.9448
H -1.6501 -2.3727 0.3566
*
```